{"formula": "C10H38BNO8", "method": "the ωB97M-V functional and the def2-TZVPD basis", "elements": ["N", "H", "H", "H", "H", "B", "H", "H", "H", "H", "C", "C", "O", "H", "H", "H", "H", "H", "H", "C", "C", "O", "H", "H", "H", "H", "H", "H", "C", "C", "O", "O", "H", "H", "H", "H", "H", "H", "C", "C", "O", "O", "H", "H", "H", "H", "H", "H", "C", "C", "O", "O", "H", "H", "H", "H", "H", "H"], "coordinates": [[0.29720, -0.99797, -0.09714], [0.39179, -1.99955, -0.18653], [1.13477, -0.50696, -0.37553], [0.14189, -0.74219, 0.86751], [-0.48584, -0.69775, -0.66000], [-0.46743, 0.37469, 2.30180], [0.21841, -0.44719, 2.16617], [-0.41241, 0.80184, 3.29111], [-0.19342, 1.10760, 1.55883], [-1.46034, -0.03220, 2.18861], [2.04373, 2.82797, 2.38486], [2.62336, 1.45562, 2.10514], [2.24845, 0.68019, 3.14159], [1.00314, 2.68606, 2.67662], [2.13122, 3.42587, 1.47769], [2.72366, 3.24114, 3.12991], [3.68854, 1.45746, 1.87386], [2.17010, 1.10005, 1.17982], [1.29847, 0.56546, 3.06425], [-1.24086, -1.20258, -3.76649], [-2.23835, -0.40296, -2.93039], [-2.02098, -0.36572, -1.54460], [-0.20544, -1.03448, -3.47025], [-1.37016, -0.82903, -4.78229], [-1.52124, -2.25556, -3.73997], [-3.22793, -0.84545, -3.04453], [-2.36030, 0.57844, -3.38873], [-2.89031, -0.25781, -1.15189], [-2.01531, 4.25001, -0.03635], [-1.43800, 2.94275, -0.61615], [-0.12974, 2.71959, -0.11881], [-2.29697, 4.24980, 1.40447], [-2.88738, 4.46623, -0.65348], [-1.42023, 5.12420, -0.30049], [-1.49718, 2.92577, -1.70441], [-2.08733, 2.10190, -0.37234], [-0.19826, 2.17281, 0.66729], [-2.45917, 5.16475, 1.64563], [-1.43102, -4.08974, 0.58997], [-2.26596, -3.14047, 1.51916], [-1.91115, -3.26055, 2.88372], [-0.08557, -3.72261, 0.31256], [-1.99180, -4.22398, -0.33501], [-1.32286, -5.04171, 1.10973], [-3.33205, -3.29514, 1.35294], [-2.14792, -2.09295, 1.24191], [-1.86916, -2.36547, 3.22821], [0.48657, -4.40487, 0.67143], [2.78128, -0.51255, -2.39099], [3.66706, -1.20975, -1.30433], [2.84477, -2.19020, -0.67417], [1.97505, 0.43067, -1.68012], [2.13350, -1.12244, -3.02069], [3.40514, 0.05089, -3.08484], [4.01983, -0.47013, -0.58556], [4.56380, -1.61582, -1.77236], [3.29990, -2.53280, 0.09854], [1.59032, 1.00660, -2.34486]], "atomic_forces_ev_per_a": [[0.169, -0.350, -0.924], [0.239, -0.505, 0.116], [0.204, 0.156, -0.461], [-0.419, 0.131, 1.135], [-0.409, 0.370, -0.226], [-0.668, 0.141, 0.294], [2.657, -3.085, 0.332], [0.392, 1.490, 3.646], [0.688, 2.459, -2.547], [-3.974, -1.404, -0.784], [1.383, 0.231, -0.913], [-0.856, 1.296, -1.850], [1.219, -2.084, 1.954], [0.238, 0.448, 0.198], [-0.283, 0.347, 0.028], [-0.656, 0.407, 0.411], [0.279, -0.005, 0.637], [-0.156, -0.251, -0.511], [-0.418, -0.204, 0.309], [-0.606, 0.289, 0.416], [-0.995, -0.264, -1.178], [0.383, 0.059, 0.273], [-0.032, -0.112, 0.083], [0.164, -0.223, -0.113], [0.459, -0.051, 0.020], [-0.092, -0.266, -0.455], [0.363, 0.496, 0.411], [0.160, 0.089, 0.431], [-0.466, 0.295, -0.297], [0.000, 0.373, 1.760], [-0.096, 0.395, -1.534], [0.326, -0.615, -1.801], [-0.892, -0.236, 0.358], [0.826, -0.237, 0.263], [0.520, 0.617, -0.183], [-0.185, -0.067, 0.526], [-0.068, -0.245, 0.445], [0.037, 0.025, 0.034], [-0.750, -0.090, 1.346], [0.972, 0.297, -0.632], [-0.070, -0.333, -0.326], [0.057, 0.472, -0.141], [0.121, -0.004, -0.151], [-0.761, -0.201, -0.025], [-0.158, -0.679, 0.060], [0.401, 0.119, -0.391], [0.191, 0.126, 0.213], [0.025, 0.199, -0.008], [0.936, 0.649, 0.972], [-0.956, 0.148, -1.262], [0.312, 0.016, -0.173], [0.154, 0.051, -0.429], [0.222, -0.788, 0.361], [0.418, -0.087, 0.022], [-0.264, 0.279, -0.025], [-0.066, -0.442, -0.121], [0.070, 0.001, 0.131], [-0.289, 0.360, 0.278]], "nbo_charge": [-0.931, 0.444, 0.446, 0.462, 0.437, -0.774, -0.044, 0.020, -0.070, -0.012, -0.637, -0.045, -0.770, 0.228, 0.198, 0.200, 0.154, 0.125, 0.523, -0.631, -0.058, -0.739, 0.206, 0.220, 0.216, 0.161, 0.158, 0.493, -0.087, -0.085, -0.759, -0.716, 0.146, 0.165, 0.166, 0.169, 0.506, 0.467, -0.084, -0.096, -0.724, -0.749, 0.167, 0.178, 0.163, 0.183, 0.492, 0.489, -0.090, -0.087, -0.737, -0.734, 0.174, 0.174, 0.192, 0.170, 0.481, 0.485], "e_homo_ev": -8.51, "total_charge": 0, "max_force_ev_per_a": 4.29, "homo_lumo_gap_ev": 8.71, "energy_ha": -1085.1006}

=====

{"formula": "C6H7ErLiO4", "method": "the ωB97M-V functional and the def2-TZVPD basis", "elements": ["C", "C", "C", "C", "O", "Li", "H", "H", "H", "H", "C", "O", "C", "O", "H", "H", "H", "O", "Er"], "coordinates": [[1.29270, -1.06511, 0.15362], [0.13828, -0.79764, -0.17093], [-1.28912, -0.90413, -0.44439], [-2.14408, -0.59909, 0.81751], [-3.46658, -0.82150, 0.60709], [-4.79108, -1.42603, -0.26640], [-1.53034, -1.91678, -0.81077], [-1.54787, -0.19444, -1.24997], [-1.93209, 0.46034, 1.11006], [-1.72406, -1.21691, 1.64541], [1.52961, 2.25537, -1.20275], [3.24953, 0.19379, -0.17838], [2.69207, -0.77672, 0.32156], [3.34729, -1.48565, 1.22861], [2.24997, 3.05730, -0.98979], [1.67427, 1.65122, -2.11268], [2.84029, -2.26030, 1.50991], [0.44721, 2.18121, -0.59324], [-1.03602, 3.66507, 0.62553]], "atomic_forces_ev_per_a": [[-2.125, 1.324, -1.215], [1.622, -1.725, 0.634], [-0.187, 0.682, -0.306], [-0.799, -1.581, -0.425], [0.897, 0.401, -0.115], [0.017, -0.034, 0.257], [0.193, 0.335, 0.232], [-0.081, -0.278, 0.205], [0.142, 0.936, 0.179], [-0.252, 0.464, -0.126], [-0.532, 0.166, -0.587], [-1.123, -0.689, -0.066], [1.287, 1.428, 0.728], [0.081, -0.414, -0.252], [0.118, -0.450, 0.249], [0.137, -0.208, 0.594], [0.016, -0.010, 0.056], [-0.485, 1.538, 0.700], [1.074, -1.885, -0.743]], "mulliken_spin": [0.017, -0.031, 0.007, 0.035, 0.127, 0.001, 0.002, 0.014, -0.041, 0.012, -0.096, -0.001, 0.000, 0.000, -0.009, 0.007, 0.000, -0.533, 4.489], "e_homo_ev": [-15.05, -14.46], "total_charge": 2, "max_force_ev_per_a": 2.78, "spin_multiplicity": 5, "s_squared": 6.029, "homo_lumo_gap_ev": [5.69, 3.82], "energy_ha": -1555.5865}